[1]
Computed, not measured: a cluster of 5 separate species, C20H42BO15 in total in a non-equilibrium geometry, with wB97M-V/def2-TZVPD.

Geometry (Å):
O 5.4956 -7.6621 -10.3633
O -0.9038 6.0863 6.7616
O 2.5166 -1.3663 -1.3338
O -5.7635 2.8934 8.4019
O -0.8736 -4.6037 -9.5125
O 3.5312 0.9027 1.7350
O 1.7427 -1.5460 -3.3816
O 3.6804 -6.2550 -10.4283
O -6.5532 4.5622 7.0341
O -0.5490 -4.3199 -7.2558
O -2.6353 -4.4358 -8.2113
O -3.1946 7.0388 6.8497
O 3.2329 -3.1241 -2.6284
O 5.8383 -5.4981 -10.2070
O -7.9760 3.0802 7.8114
C 3.3397 -1.8499 -0.2742
C -1.6860 3.9617 5.6681
C -1.9876 6.8208 7.4350
C 5.3351 -4.1640 -10.1691
C -8.2520 1.9195 8.5929
C 0.5422 -4.6284 -9.6832
C -5.2247 5.0724 6.9392
C 2.5654 -2.1149 -2.4646
C 1.6930 -2.2319 -4.6311
C 4.8823 -6.4517 -10.3417
C 4.6058 -8.7681 -10.5015
C -1.0177 4.6372 7.0039
C -3.2058 -4.2711 -6.9145
C 2.8973 2.1716 2.2031
C 0.3635 2.9033 4.1526
C -6.6718 3.4547 7.8095
C -1.2783 -4.4408 -8.2276
C -0.9451 2.6014 5.1305
C -1.8172 7.4897 8.9538
C 3.0388 2.4119 3.8219
B 1.6839 2.0119 4.6714
H -8.0037 2.0942 9.6447
H 3.0243 -2.8521 0.0332
H 0.7016 4.0236 4.2127
H -1.7307 8.6505 8.7807
H -1.7709 4.4841 7.9104
H -9.3232 1.7115 8.5225
H 3.6534 1.0308 0.7289
H 0.7520 -4.7630 -10.7478
H -4.5586 4.3324 6.4838
H -2.7983 3.6523 5.9696
H -7.7069 1.0535 8.2037
H -1.7406 2.0037 4.4711
H 3.9970 1.8447 4.2192
H -0.8299 7.1507 9.4903
H 3.4319 3.0890 1.6758
H 4.0594 -8.7081 -11.4483
H -4.2941 -4.2820 -7.0204
H 3.9129 -8.8144 -9.6552
H 1.3118 -3.2494 -4.4979
H -2.7710 7.2912 9.6391
H 3.2144 3.5799 3.9898
H -5.2474 5.9564 6.2960
H -1.7182 4.7518 4.7787
H -0.6064 1.8562 5.9743
H 6.1853 -3.4852 -10.0594
H -2.9156 -5.0971 -6.2573
H 4.6713 -4.0262 -9.3096
H -2.9116 -3.3090 -6.4827
H 1.0059 -1.6903 -5.2869
H 2.6806 -2.2458 -5.1033
H 1.4423 0.8636 4.5676
H 5.2035 -9.6839 -10.5070
H -4.8553 5.3733 7.9249
H 0.9862 -3.6806 -9.3620
H 0.0444 2.6341 3.0469
H 4.3932 -1.8484 -0.5722
H 0.0328 4.2176 7.3036
H 3.2229 -1.1759 0.5790
H 0.9823 -5.4686 -9.1366
H 1.8323 2.2540 5.8341
H 1.7734 2.1131 1.8228
H 4.8178 -3.9199 -11.1025

**Net charge**: -1
**Gap between HOMO and LUMO**: 6.417 eV

[2]
Computed, not measured: a cluster of 7 separate species, C20H42ClN4O11 in total in a non-equilibrium geometry, with wB97M-V/def2-TZVPD.

Geometry (Å):
Cl -0.1031 -0.1986 -0.5713
O -0.4262 -1.2580 -1.4233
O -1.2142 0.6032 -0.0673
O 1.0426 -0.6202 -7.8790
O 0.4185 -0.7483 0.6211
O 2.0133 -4.7535 2.1928
O -2.1573 -2.6695 4.7499
O -2.4215 2.8473 -4.0382
O 0.8202 0.6190 -1.2390
O -3.8431 1.5387 -5.2486
O 0.9506 0.4036 -5.9301
O -3.4329 -5.0304 -1.4650
N -2.0295 -1.6411 2.7637
N 2.0007 -3.4322 0.4261
N 1.7305 4.2832 4.0055
N -1.7877 -3.7668 -2.0246
C 1.3685 -0.5770 -6.6877
C -0.0495 -4.3060 1.2093
C 1.9846 -1.6224 -5.7994
C 3.4603 2.8765 5.0653
C 2.0628 3.5113 5.1943
C -2.9477 -3.9062 -1.4870
C 1.5251 -1.2346 -4.4163
C 2.5651 5.4875 3.7501
C -2.8823 1.7394 -4.3064
C 1.3755 0.2846 -4.5754
C -1.5323 -2.1128 3.8876
C 1.5831 3.5014 2.7739
C -2.3484 0.3666 -3.8269
C -4.1288 0.2068 -5.4822
C 1.3986 -4.2395 1.2781
C 2.6555 6.4695 4.9237
C -3.5254 -0.4404 -4.2631
C -3.7771 -2.7171 -0.9884
C -0.1142 -1.7424 4.3494
C 0.4922 2.4538 2.8634
H -1.4988 -2.8069 -2.1481
H 0.3413 1.8300 3.7444
H 1.3431 2.7199 5.4039
H -2.9849 -1.9083 2.5743
H -1.3721 -1.1832 2.1487
H -0.4201 -3.7101 0.3752
H 2.2647 0.8631 -4.3250
H 0.4603 -2.6479 4.5447
H -4.1549 -0.5495 -3.3800
H -1.4920 0.1180 -4.4537
H 1.9204 4.1912 6.0342
H 2.2488 -1.5252 -3.6547
H 0.6129 -1.7715 -4.1560
H 1.4359 -2.7059 0.0095
H 0.6173 0.5674 -3.8451
H 3.5634 5.2511 3.3817
H -2.0895 0.3039 -2.7699
H 3.8466 2.4767 6.0029
H -3.1658 -1.4630 -4.3782
H 3.0593 7.4392 4.6329
H 1.5410 -2.5730 -6.0955
H 2.4723 2.8848 2.6418
H -5.2021 0.0815 -5.6253
H 3.4350 6.0155 5.5355
H 0.4360 -1.1193 3.6444
H -3.6633 -0.1437 -6.4034
H 0.6354 1.6776 2.1117
H 1.6360 4.0966 1.8623
H -1.1800 -4.5323 -2.2791
H 1.7333 6.5285 5.5019
H 3.0028 -3.4679 0.3050
H -4.0221 -2.0302 -1.7985
H 0.0273 -1.2061 5.2878
H -0.4721 2.9304 2.6869
H -0.4682 -3.9839 2.1627
H -0.1485 -5.3718 1.0035
H 4.2203 3.5693 4.7039
H 3.5405 2.0357 4.3764
H -4.6601 -3.1380 -0.5075
H -3.2301 -2.1539 -0.2323
H 2.0422 5.9889 2.9358
H 3.0626 -1.7532 -5.8943

**⟨S²⟩**: 0.75
**Gap between HOMO and LUMO (alpha / beta)**: 7.955 / 3.343 eV
**Spin multiplicity**: 2

[3]
Computed, not measured: a cluster of 4 separate species, C20H42N4O8P3 in total in a non-equilibrium geometry, with wB97M-V/def2-TZVPD.

Geometry (Å):
P 4.3743 3.9532 0.2381
P -0.7466 -2.5376 -0.5117
P 4.4831 1.7717 0.2283
O 4.5841 4.4458 1.8570
O -5.5988 3.2006 -3.5016
O 3.9151 -3.8160 1.2462
O 1.7777 2.7291 3.1482
O 5.5653 4.7041 -0.7313
O -4.9285 -1.2486 -1.8991
O 4.6469 -3.0954 3.2912
O 3.0020 4.4924 -0.2420
N 2.1438 -1.9584 -1.0059
N 2.9959 -0.9234 -0.6861
N 0.9448 -0.3288 0.2851
N 2.8180 1.2608 0.5437
C 2.3194 0.0920 0.0755
C -4.7032 5.3879 -3.2392
C -4.3946 1.0275 -2.3522
C 2.6971 -4.5320 3.5298
C -2.1177 -1.2211 -0.3492
C -4.7953 4.1852 -5.5116
C 2.2153 2.9780 4.2622
C -2.3424 -0.9270 1.2311
C 3.6660 3.3184 4.4696
C -5.2395 -0.2124 -2.4644
C -0.9003 -3.8442 0.8496
C -5.0813 4.1666 -4.0337
C 3.7886 -3.7694 2.6570
C 2.7255 -4.3352 0.5936
C 1.3257 2.9552 5.4750
C -0.6914 -5.2908 0.1383
C 0.8778 -1.5825 -0.4225
C 2.5255 -3.1398 -1.8240
C -6.4858 -0.1250 -3.3023
C 2.9359 -4.4477 -0.9841
H 1.6835 2.2057 6.1839
H 3.7307 4.8637 2.1299
H 2.5613 -5.4160 0.9740
H -0.3309 -6.0961 0.8628
H -7.1581 0.6301 -2.8903
H 1.6280 -4.4566 3.1371
H 5.6718 5.6296 -0.3918
H 4.1295 2.5849 5.1325
H -3.0769 -1.5879 -0.8678
H 4.1791 3.2950 3.5073
H -4.9745 1.8311 -1.8993
H -1.7265 -0.2412 -0.8088
H -4.0415 1.3263 -3.3400
H -5.1197 3.2413 -5.9551
H -1.3263 -1.0408 1.7629
H 3.4120 -2.8454 -2.4770
H 1.6170 -3.3714 -2.4962
H 0.0675 -5.1237 -0.7176
H 2.9236 -5.6630 3.6100
H 2.2072 1.9067 1.0771
H -3.6265 5.5574 -3.3079
H 2.7182 -4.1448 4.6089
H -6.9961 -1.0907 -3.2939
H 4.7729 1.3529 -1.1328
H 1.3103 3.9416 5.9430
H -6.2239 0.1238 -4.3326
H 3.7571 4.3217 4.8921
H 3.9908 -4.7913 -1.2481
H 1.8022 -3.7506 0.9184
H -3.7226 4.3013 -5.6812
H -5.3437 5.0015 -5.9860
H 3.9891 -0.8628 -0.9726
H -3.5291 0.8198 -1.7187
H -1.9590 -3.8443 1.3027
H 2.2356 -5.2950 -1.3411
H -0.1597 -3.6483 1.6979
H -2.7406 0.1283 1.4332
H -5.2475 6.2576 -3.6128
H -3.0475 -1.7365 1.6297
H -1.6806 -5.5759 -0.3732
H -4.9671 5.2337 -2.1907
H 0.3088 2.6948 5.1736

**Net charge**: +1
**Gap between HOMO and LUMO**: 8.055 eV

[4]
Computed, not measured: a structure of composition C20H42NP3SY in a non-equilibrium geometry, with wB97M-V/def2-TZVPD.

Geometry (Å):
Y -0.1432 0.4107 -0.0530
S 0.5772 -0.9529 -2.0014
P -1.8903 2.4160 0.5229
P 2.1219 1.8631 -0.5673
P -1.9849 -1.6076 1.4153
N 0.8704 0.2289 1.9667
C -2.4140 -1.1367 3.1469
C 1.7160 -1.8049 -6.3372
C 2.2261 -2.5956 -5.2956
C -3.6850 -1.5991 0.6738
C 1.2769 -4.3788 0.0229
C -3.1533 2.7106 -0.7652
C 1.9154 -2.2960 -3.9683
C 1.9272 2.9723 -2.0132
C 0.3767 -4.7730 -0.8893
C 1.2023 0.2789 3.0818
C -2.8796 2.3490 2.0475
C 0.6008 -0.3851 -4.7099
C 2.6778 2.9836 0.7661
C 0.9230 -0.6944 -6.0291
C -1.8225 -3.4241 1.6820
C 1.4887 0.4070 4.4834
C 0.3818 -0.2084 5.3748
C 1.0643 -1.2112 -3.6674
C -1.0432 4.0295 0.6700
C 3.6826 1.0348 -1.0021
H 0.5506 -0.0666 -6.8412
H -2.3434 -0.0494 3.2650
H 2.9170 3.3987 -2.2222
H -2.7979 -3.9176 1.5641
H 0.3097 -1.2945 5.2343
H -4.3431 -2.2783 1.2401
H 2.3136 -2.8889 -3.1400
H 1.2085 3.7704 -1.7836
H -3.8284 1.8450 -0.8380
H -1.7124 -1.6079 3.8470
H -1.8141 4.7982 0.8187
H 0.6532 -4.8432 -1.9483
H 1.5750 2.4070 -2.8877
H -0.3577 4.0191 1.5303
H -2.6715 2.8562 -1.7430
H -0.0054 0.4900 -4.4782
H -1.4629 -3.6291 2.6985
H -0.3324 0.2989 -2.0303
H -3.3998 3.3063 2.1689
H 4.1862 1.6083 -1.7897
H -1.1120 -3.8665 0.9738
H 2.8678 -3.4508 -5.5160
H -0.6451 -5.0895 -0.6416
H -3.6276 -1.9442 -0.3692
H -0.4598 4.2544 -0.2348
H 2.4488 -0.0752 4.7117
H -2.2266 2.1809 2.9141
H 4.3291 0.9815 -0.1195
H -3.4341 -1.4524 3.4106
H -3.7222 3.6098 -0.4892
H 1.5802 1.4749 4.7353
H 3.4701 0.0242 -1.3662
H 1.9421 -2.0634 -7.3739
H 1.8148 3.3795 1.3200
H -0.6007 0.2345 5.1500
H 2.2773 -4.0490 -0.2864
H 3.3191 2.4175 1.4584
H -4.1060 -0.5823 0.6813
H 1.0077 -4.1334 1.0589
H 0.5821 -0.0332 6.4394
H 3.2488 3.8112 0.3200
H -3.6117 1.5326 2.0036

**Net charge**: +3
**Gap between HOMO and LUMO**: 6.424 eV

[5]
Computed, not measured: a cluster of 6 separate species, C20H43F9N2O9 in total in a non-equilibrium geometry, with wB97M-V/def2-TZVPD.

Geometry (Å):
F 20.1238 1.0235 8.9303
F 16.9858 4.9496 4.0370
F 17.5269 10.3615 6.4814
F 18.6689 11.2648 8.1337
F 19.2832 9.3973 7.2955
F 15.4848 5.2136 2.5308
F 18.6852 2.1845 10.0309
F 15.9364 6.8302 3.8930
F 20.7496 2.7708 10.0446
O 18.6714 2.4126 7.0859
O 17.1006 8.0426 8.2535
O 18.4599 6.0701 6.4942
O 23.0486 8.8112 4.6242
O 14.6876 3.5690 4.9781
O 15.2495 5.3932 6.1107
O 16.1630 9.9427 9.0220
O 22.2025 3.1242 2.5960
O 18.9189 4.2837 8.2172
N 21.9917 4.6761 5.0019
N 20.7663 7.3561 5.8629
C 20.8442 4.1132 4.3005
C 17.3860 9.2544 8.6461
C 21.7320 8.2799 6.5541
C 14.9325 11.6763 10.0710
C 14.7684 5.0289 4.9725
C 14.0610 2.9625 3.8799
C 18.1611 10.1052 7.6189
C 19.2965 1.5361 6.1983
C 19.7750 2.2878 9.2548
C 20.3213 5.1214 3.2641
C 22.3745 2.1596 1.5827
C 23.1188 8.2939 5.9439
C 14.1730 1.4527 4.0099
C 24.2482 9.3727 4.1750
C 18.2752 1.1902 5.1138
C 21.2016 2.8307 3.5470
C 15.7703 5.5035 3.8515
C 21.7472 7.9101 8.0324
C 19.5078 3.1713 8.0126
C 16.2441 10.9169 10.0105
H 13.0035 3.2643 3.7470
H 18.7576 0.5471 4.3675
H 17.8226 2.1030 4.7263
H 22.5253 7.1748 8.2540
H 13.7847 5.5279 4.7728
H 17.0766 11.6271 9.8963
H 15.0544 12.5585 10.7176
H 19.7616 5.9688 3.6729
H 23.4309 7.2437 5.8032
H 20.7861 7.5246 8.3593
H 21.5880 2.1606 4.3382
H 21.2846 6.4868 5.6728
H 15.2024 1.1002 4.0605
H 21.2224 5.6298 2.8935
H 14.4598 3.3094 2.9149
H 21.9642 8.8181 8.6036
H 16.4334 10.4903 11.0141
H 21.4419 1.7027 1.2434
H 22.9560 2.7141 0.8472
H 17.8599 6.7059 6.9702
H 22.5510 3.9462 5.4304
H 22.5790 5.0796 4.2766
H 14.1195 11.1115 10.5239
H 13.7987 1.0338 3.0673
H 23.0018 1.3222 1.9278
H 17.4924 0.5497 5.5229
H 24.9729 8.5435 4.1899
H 19.9474 3.8819 4.8859
H 14.6763 12.0982 9.0987
H 19.2386 6.5876 6.1686
H 24.6153 10.1620 4.8426
H 18.6913 5.3045 7.1555
H 20.7939 7.8513 4.9669
H 21.3342 9.2713 6.3279
H 20.3589 2.2838 3.1139
H 23.8558 8.7898 6.5834
H 20.5257 3.2199 7.5363
H 13.5859 1.1775 4.8843
H 18.0326 9.0859 9.5415
H 20.2578 1.8786 5.7858
H 19.5265 0.5623 6.6628
H 19.6689 4.7852 2.4629
H 24.2148 9.7900 3.1722

**Net charge**: -2
**Gap between HOMO and LUMO**: 4.772 eV

[6]
Computed, not measured: a cluster of 2 separate species, C20H43N5O2S2 in total in a non-equilibrium geometry, with wB97M-V/def2-TZVPD.

Geometry (Å):
S -1.5025 3.1657 0.6642
S 3.9686 3.1033 -0.5354
O 4.5117 0.7784 -1.5942
O 4.9933 1.5883 2.6345
N 3.2674 0.5078 0.2114
N -3.7945 2.5390 3.6550
N -5.1062 2.0757 1.7728
N -2.9569 0.9079 2.0813
N 3.5468 -0.7450 -0.3287
C 1.8099 -5.8982 1.3896
C 0.1246 -2.5419 -2.5237
C -0.8099 2.0344 -1.7390
C 3.8585 1.3687 -0.5641
C -0.8922 -1.9593 -3.5152
C -0.5093 -3.3929 -1.4219
C 4.2791 -0.5329 -1.3557
C -0.3072 -0.8444 -4.3882
C -0.4834 0.5779 -3.8277
C 3.3048 3.5341 1.0889
C 1.8044 3.7909 1.1801
C -0.2205 0.7322 -2.3274
C -3.0837 3.3432 1.4842
C 1.0595 2.4943 1.4859
C -0.1929 -4.3670 0.9109
C -1.6057 1.7519 -0.4531
C -0.3713 2.7017 1.9789
C 0.4713 -3.6926 -0.2836
C -3.7367 2.1488 2.2527
C 0.7920 -4.9015 1.9554
H 0.2052 1.2368 -4.3633
H -0.6537 -0.1147 -1.7941
H 3.6350 2.7462 1.7701
H -3.3587 0.3398 1.3434
H 0.8542 0.7343 -2.1473
H -0.0134 2.7513 -1.5327
H -1.2239 -2.7769 -4.1605
H -1.7802 -1.6015 -2.9837
H 0.9118 -2.7452 0.0441
H -2.6603 1.5834 -0.6643
H -5.6245 1.3667 2.2794
H -1.3837 -2.8715 -1.0150
H -0.4113 3.5741 2.6378
H 4.7025 -1.2699 -2.0142
H 1.3251 -4.0557 2.3984
H 1.6438 4.5173 1.9825
H -2.9201 4.1507 2.1979
H -4.5642 2.0706 4.1192
H -2.9451 2.2676 4.1392
H -0.8385 -3.6318 1.4040
H -0.7555 1.8227 2.4867
H 4.2734 1.4711 2.0135
H 1.4364 4.2281 0.2464
H 1.5747 1.9548 2.2825
H -1.1984 0.9041 0.0958
H 1.3323 -6.5641 0.6664
H 2.2361 -6.5132 2.1809
H -0.8398 -5.1853 0.5780
H 0.8254 -3.1609 -3.0903
H 2.6256 -5.3867 0.8788
H -0.8484 -4.3403 -1.8504
H 0.7475 -1.0561 -4.5816
H 1.0977 1.8469 0.6069
H -5.1411 1.8362 0.7895
H -3.7813 3.7329 0.7430
H -3.0405 0.3507 2.9241
H -1.4801 2.4894 -2.4697
H 0.7086 -1.7463 -2.0574
H 0.2347 -5.3889 2.7578
H -0.7932 -0.8584 -5.3672
H -1.4944 0.9234 -4.0636
H 1.2799 -4.3083 -0.6810
H 3.8811 4.4082 1.3818

**Gap between HOMO and LUMO**: 4.112 eV